one:
{"formula": "C47H60BrCsN5O10PS2Si", "method": "ωB97M-V/def2-TZVPD", "species": ["Cs", "S", "C", "S", "C", "C", "N", "C", "N", "C", "C", "C", "C", "C", "O", "C", "N", "C", "C", "C", "C", "C", "C", "P", "C", "C", "C", "C", "C", "C", "C", "C", "C", "C", "C", "C", "H", "H", "H", "H", "H", "H", "H", "H", "H", "H", "H", "H", "H", "H", "H", "H", "H", "H", "H", "H", "H", "H", "H", "H", "O", "H", "H", "O", "H", "H", "O", "H", "H", "C", "C", "C", "C", "Si", "Br", "C", "C", "C", "C", "C", "C", "C", "C", "H", "H", "H", "H", "H", "H", "H", "H", "H", "H", "H", "H", "H", "H", "H", "H", "H", "H", "H", "H", "H", "H", "H", "H", "H", "H", "H", "O", "C", "O", "C", "C", "C", "C", "C", "C", "N", "O", "O", "N", "O", "O", "H", "H", "H"], "positions_angstrom": [[-1.1791, -1.8307, 0.7202], [-3.7288, -4.7421, 0.9090], [-3.8863, -4.7204, -0.8179], [-3.0793, -3.5289, -1.7897], [-4.7098, -5.6598, -1.4443], [-5.4314, -6.6529, -0.7221], [-6.0446, -7.4837, -0.2035], [-4.9141, -5.6823, -2.8535], [-5.1246, -5.7580, -3.9873], [-0.9887, -0.8874, 5.5781], [-1.4452, -0.3791, 4.2141], [-1.3157, 1.1342, 4.1053], [-2.8583, -0.8765, 3.8986], [-3.9355, -0.4574, 4.9111], [-5.0294, 0.0009, 4.0990], [-4.5363, 0.0765, 2.8243], [-3.3678, -0.3555, 2.6166], [-5.4970, 0.6457, 1.8574], [-6.8366, 0.2994, 2.0348], [-7.8054, 0.7551, 1.1643], [-7.4470, 1.5873, 0.1132], [-6.1238, 1.9517, -0.0512], [-5.1243, 1.4879, 0.8072], [-3.3763, 2.0069, 0.5399], [-2.9650, 1.1351, -1.0160], [-3.8185, 0.2517, -1.6711], [-3.4024, -0.4039, -2.8243], [-2.1351, -0.1793, -3.3370], [-1.2715, 0.6941, -2.6863], [-1.6804, 1.3374, -1.5284], [-3.6913, 3.7142, -0.0867], [-3.5501, 4.1155, -1.4122], [-3.7679, 5.4386, -1.7791], [-4.1358, 6.3780, -0.8287], [-4.2801, 5.9889, 0.4976], [-4.0499, 4.6731, 0.8629], [0.0689, -0.6671, 5.7174], [-1.1048, -1.9709, 5.6534], [-1.5564, -0.4193, 6.3896], [-0.7807, -0.8402, 3.4804], [-1.8903, 1.6410, 4.8884], [-1.6752, 1.4918, 3.1385], [-0.2702, 1.4235, 4.2164], [-2.8250, -1.9691, 3.8155], [-3.6126, 0.3740, 5.5419], [-4.2874, -1.2725, 5.5404], [-7.1017, -0.3560, 2.8522], [-8.8361, 0.4522, 1.2972], [-8.1962, 1.9459, -0.5818], [-5.8509, 2.6051, -0.8704], [-4.7956, 0.0295, -1.2647], [-4.0562, -1.1293, -3.2892], [-1.8068, -0.7151, -4.2186], [-0.2673, 0.8503, -3.0606], [-0.9891, 1.9944, -1.0085], [-3.2750, 3.3880, -2.1654], [-3.6536, 5.7317, -2.8158], [-4.3064, 7.4082, -1.1163], [-4.5646, 6.7151, 1.2494], [-4.1529, 4.3767, 1.9017], [1.6867, 1.8260, 2.4743], [0.9382, 2.3080, 2.1094], [1.4499, 0.8807, 2.3359], [-5.3234, -1.9204, 0.0772], [-5.3209, -2.6835, 0.6747], [-4.6308, -2.1982, -0.5531], [-0.5711, -4.7997, 0.3195], [-0.7657, -4.6081, -0.6106], [-1.4653, -5.0578, 0.6354], [3.2045, -0.3941, -3.8820], [4.3949, 0.0271, -3.0036], [5.5065, 0.5666, -3.9163], [4.9054, -1.2605, -2.3422], [3.8812, 1.3056, -1.6569], [1.8713, 0.6184, -0.9322], [5.0178, 1.2894, -0.1018], [4.7374, 0.0697, 0.7953], [4.7611, 2.5178, 0.7837], [6.5051, 1.2825, -0.4890], [3.5640, 3.0696, -2.3697], [2.8792, 2.9916, -3.7412], [2.6186, 3.8871, -1.4737], [4.8751, 3.8534, -2.5336], [3.5633, -1.1023, -4.6368], [2.7355, 0.4360, -4.4041], [2.4404, -0.9059, -3.2964], [5.8347, -0.2339, -4.5887], [6.3810, 0.9071, -3.3596], [5.1596, 1.3918, -4.5414], [5.0291, -2.0339, -3.1076], [4.1924, -1.6349, -1.6074], [5.8690, -1.1229, -1.8513], [3.7071, 0.0695, 1.1561], [5.3912, 0.1314, 1.6725], [4.9317, -0.8831, 0.3113], [3.7216, 2.5774, 1.1125], [5.0486, 3.4505, 0.2958], [5.3766, 2.4237, 1.6858], [6.7940, 0.3700, -1.0142], [7.1079, 1.3349, 0.4243], [6.7813, 2.1343, -1.1128], [1.9517, 2.4166, -3.6972], [3.5217, 2.5558, -4.5065], [2.6245, 4.0068, -4.0660], [1.6304, 3.4283, -1.4239], [2.5015, 4.8860, -1.9100], [2.9779, 4.0075, -0.4564], [5.6021, 3.3298, -3.1556], [5.3448, 4.0691, -1.5724], [4.6609, 4.8148, -3.0147], [1.6308, -1.9747, 3.8203], [1.6975, -1.8100, 2.6008], [1.2029, -0.8787, 1.9018], [2.4572, -2.8777, 1.7982], [3.2235, -3.8062, 2.4890], [3.9186, -4.7717, 1.7823], [3.8554, -4.8742, 0.4057], [3.0714, -3.9469, -0.2473], [2.3866, -2.9409, 0.4137], [2.9668, -4.0344, -1.7146], [3.7420, -4.7737, -2.2931], [2.1706, -3.3052, -2.2670], [4.7586, -5.7364, 2.5120], [4.8337, -5.6244, 3.7185], [5.3460, -6.5823, 1.8633], [3.2529, -3.7569, 3.5676], [4.3863, -5.6422, -0.1326], [1.8182, -2.2220, -0.1591]], "lowdin_charge": [0.935, 0.455, -1.194, 0.441, -0.427, -0.307, 0.097, -0.309, 0.097, -0.064, -0.397, -0.054, -0.288, -0.090, -0.006, -0.338, 0.120, -0.144, -0.018, -0.068, -0.072, -0.088, -0.297, 1.131, -0.402, -0.083, -0.110, -0.078, -0.112, -0.168, -0.380, -0.088, -0.093, -0.110, -0.100, -0.110, 0.076, 0.086, 0.073, 0.070, 0.076, 0.045, 0.072, 0.149, 0.113, 0.127, 0.120, 0.102, 0.100, 0.106, 0.090, 0.094, 0.108, 0.067, 0.084, 0.100, 0.097, 0.092, 0.095, 0.102, -0.095, 0.024, -0.009, -0.119, -0.022, -0.067, -0.239, -0.029, -0.083, -0.113, -0.615, -0.093, -0.097, 0.477, 0.662, -0.611, -0.103, -0.101, -0.094, -0.625, -0.106, -0.116, -0.095, 0.090, 0.059, 0.041, 0.086, 0.067, 0.060, 0.092, 0.053, 0.065, 0.045, 0.091, 0.062, 0.061, 0.058, 0.088, 0.058, 0.084, 0.067, 0.069, 0.060, 0.085, 0.047, 0.084, 0.062, 0.066, 0.060, 0.083, 0.027, -0.667, -0.293, -0.078, 0.087, -0.110, 0.084, -0.117, 0.040, -0.342, 0.072, 0.082, -0.352, 0.077, 0.064, 0.131, 0.128, 0.069], "lumo_energy_ha": 0.105, "homo_energy_ev": -2.2, "multiplicity": 1, "charge": -2}

=====

two:
{"formula": "C47H60BrCsN5O10PS2Si", "method": "ωB97M-V/def2-TZVPD", "species": ["Cs", "S", "C", "S", "C", "C", "N", "C", "N", "C", "C", "C", "C", "C", "O", "C", "N", "C", "C", "C", "C", "C", "C", "P", "C", "C", "C", "C", "C", "C", "C", "C", "C", "C", "C", "C", "H", "H", "H", "H", "H", "H", "H", "H", "H", "H", "H", "H", "H", "H", "H", "H", "H", "H", "H", "H", "H", "H", "H", "H", "O", "H", "H", "O", "H", "H", "O", "H", "H", "C", "C", "C", "C", "Si", "Br", "C", "C", "C", "C", "C", "C", "C", "C", "H", "H", "H", "H", "H", "H", "H", "H", "H", "H", "H", "H", "H", "H", "H", "H", "H", "H", "H", "H", "H", "H", "H", "H", "H", "H", "H", "O", "C", "O", "C", "C", "C", "C", "C", "C", "N", "O", "O", "N", "O", "O", "H", "H", "H"], "positions_angstrom": [[0.5038, -1.3732, 0.7981], [-2.7929, 1.1155, -2.8638], [-2.7616, -0.5842, -3.1700], [-1.6015, -1.6567, -2.4506], [-3.7184, -1.1290, -4.0546], [-3.8081, -2.5280, -4.3306], [-3.9229, -3.6592, -4.5445], [-4.6594, -0.3170, -4.7603], [-5.4113, 0.3031, -5.3829], [0.8689, 0.9407, -2.3938], [0.9376, 2.3868, -2.8558], [0.9020, 2.4469, -4.3803], [2.1854, 3.0990, -2.3378], [2.2185, 4.6037, -2.6650], [2.4621, 5.2564, -1.3943], [2.4068, 4.2512, -0.4655], [2.2912, 3.0650, -0.8697], [2.5207, 4.7043, 0.9486], [3.2390, 5.8794, 1.1828], [3.4139, 6.3569, 2.4682], [2.8566, 5.6639, 3.5358], [2.1274, 4.5109, 3.3027], [1.9388, 4.0049, 2.0171], [0.8672, 2.4899, 1.7117], [-0.6639, 3.0777, 2.5486], [-1.5677, 2.1316, 3.0331], [-2.7806, 2.5110, 3.5832], [-3.1277, 3.8556, 3.6397], [-2.2605, 4.8030, 3.1178], [-1.0410, 4.4165, 2.5730], [1.6892, 1.5239, 3.0763], [1.2677, 1.4135, 4.3981], [2.0495, 0.7580, 5.3417], [3.2683, 0.2039, 4.9802], [3.6995, 0.3078, 3.6629], [2.9115, 0.9486, 2.7173], [-0.0187, 0.4483, -2.7855], [0.8222, 0.8894, -1.3046], [1.7569, 0.3965, -2.7408], [0.0578, 2.9088, -2.4595], [1.7626, 1.9116, -4.7998], [0.9167, 3.4710, -4.7678], [-0.0094, 1.9650, -4.7379], [3.0641, 2.5800, -2.7402], [1.2564, 4.9557, -3.0399], [3.0061, 4.8976, -3.3566], [3.6631, 6.4049, 0.3380], [3.9768, 7.2666, 2.6377], [2.9820, 6.0262, 4.5491], [1.6783, 3.9938, 4.1420], [-1.3342, 1.0766, 2.9503], [-3.4689, 1.7538, 3.9409], [-4.0733, 4.1576, 4.0726], [-2.5367, 5.8505, 3.1193], [-0.3865, 5.1730, 2.1565], [0.3223, 1.8473, 4.7021], [1.7074, 0.6802, 6.3674], [3.8716, -0.3147, 5.7149], [4.6574, -0.1109, 3.3720], [3.2457, 1.0177, 1.6854], [-0.7437, -3.7183, -0.2952], [-1.1516, -3.3985, -1.1267], [-1.3155, -3.3442, 0.3842], [2.7294, -2.4762, 1.9880], [1.9071, -2.3527, 2.4997], [3.3140, -1.8274, 2.3937], [-1.4680, 1.4481, 0.0442], [-2.0043, 0.7636, 0.4545], [-1.6595, 1.3327, -0.9209], [1.7098, -1.9635, -4.9500], [2.5099, -3.2742, -4.8198], [3.2592, -3.5346, -6.1382], [1.4614, -4.3838, -4.6384], [3.7191, -3.2447, -3.3351], [2.5662, -2.2924, -1.6755], [4.2059, -4.9821, -2.6797], [3.0182, -5.6882, -2.0025], [5.3004, -4.8657, -1.6077], [4.7281, -5.8807, -3.8126], [5.2393, -2.0928, -3.5956], [4.8195, -0.8041, -4.3186], [5.8628, -1.6383, -2.2648], [6.3334, -2.7848, -4.4257], [1.0056, -2.0752, -5.7817], [2.3336, -1.0964, -5.1607], [1.1091, -1.7496, -4.0653], [2.5291, -3.5912, -6.9536], [3.8133, -4.4770, -6.1287], [3.9611, -2.7379, -6.3874], [0.7424, -4.3203, -5.4614], [0.8924, -4.2617, -3.7144], [1.8982, -5.3833, -4.6588], [2.5969, -5.0950, -1.1912], [3.3797, -6.6320, -1.5755], [2.2124, -5.9263, -2.6912], [4.9947, -4.2134, -0.7866], [6.2456, -4.4989, -2.0096], [5.4870, -5.8615, -1.1878], [3.9617, -6.0783, -4.5629], [5.0318, -6.8479, -3.3929], [5.5953, -5.4577, -4.3232], [4.0145, -0.2878, -3.7905], [4.4955, -0.9773, -5.3435], [5.6821, -0.1267, -4.3543], [5.1585, -1.0485, -1.6778], [6.7300, -1.0043, -2.4890], [6.2066, -2.4612, -1.6418], [5.9711, -3.1221, -5.3991], [6.7588, -3.6467, -3.9102], [7.1521, -2.0766, -4.6051], [0.5195, -1.5769, 3.3839], [-0.7275, -1.4399, 3.3791], [-1.4609, -1.3519, 2.3769], [-1.3858, -1.3040, 4.7469], [-2.7556, -1.1080, 4.8510], [-3.3104, -0.9780, 6.1080], [-2.5675, -1.0297, 7.2680], [-1.2093, -1.2128, 7.1190], [-0.6016, -1.3558, 5.8900], [-0.3706, -1.2484, 8.3512], [0.8323, -1.2704, 8.2072], [-0.9458, -1.2495, 9.4203], [-4.7820, -0.7656, 6.2340], [-5.2379, -0.6870, 7.3577], [-5.4183, -0.6638, 5.2114], [-3.3571, -1.0567, 3.9532], [-3.0261, -0.9276, 8.2383], [0.4643, -1.5042, 5.7925]], "lowdin_charge": [1.346, 0.495, -1.192, 0.502, -0.444, -0.322, 0.084, -0.326, 0.083, -0.119, -0.391, -0.061, -0.276, -0.090, -0.022, -0.346, 0.159, -0.129, -0.030, -0.087, -0.081, -0.086, -0.276, 1.166, -0.365, -0.112, -0.067, -0.094, -0.090, -0.084, -0.370, -0.097, -0.088, -0.080, -0.102, -0.116, -0.006, 0.025, 0.042, 0.140, 0.077, 0.067, 0.079, 0.145, 0.121, 0.119, 0.111, 0.096, 0.098, 0.104, 0.088, 0.097, 0.095, 0.095, 0.102, 0.103, 0.095, 0.102, 0.105, 0.111, -0.256, -0.097, -0.020, -0.228, -0.068, 0.004, -0.181, 0.014, -0.085, -0.107, -0.618, -0.096, -0.093, 0.450, 0.564, -0.624, -0.107, -0.110, -0.094, -0.623, -0.103, -0.121, -0.097, 0.094, 0.058, 0.027, 0.086, 0.064, 0.057, 0.093, 0.085, 0.059, 0.056, 0.083, 0.061, 0.077, 0.058, 0.083, 0.061, 0.083, 0.062, 0.066, 0.062, 0.084, 0.053, 0.082, 0.054, 0.067, 0.058, 0.082, -0.236, -0.717, -0.246, -0.075, 0.078, -0.108, 0.072, -0.106, 0.073, -0.348, 0.076, 0.070, -0.350, 0.066, 0.094, 0.138, 0.127, 0.124], "lumo_energy_ha": 0.085, "homo_energy_ev": -1.7, "multiplicity": 1, "charge": -2}

=====

one (46.3 kcal/mol below the next structure)